Record 1
Entry from the OMol25 dataset: C23H21FN2O7 in the gas phase in a non-equilibrium geometry (the ωB97M-V functional and the def2-TZVPD basis).

Geometry (Å):
C (-3.961, -2.195, 2.728)
C (-2.629, -1.750, 1.868)
O (-2.735, -0.498, 1.556)
C (-3.548, 0.094, 0.783)
O (-4.283, -0.572, 0.143)
C (-3.380, 1.729, 0.557)
O (-3.262, 2.423, 1.570)
N (-3.459, 2.135, -0.588)
C (-3.241, 3.646, -0.969)
C (-1.620, 3.511, -0.986)
C (-0.761, 4.850, -0.922)
C (0.502, 4.210, -0.983)
C (0.287, 2.824, -0.590)
C (1.368, 1.674, -0.506)
C (1.086, 0.443, -0.438)
C (-0.222, -0.219, -0.643)
O (-1.231, 0.216, -0.963)
C (0.323, -1.696, -0.866)
C (-0.512, -2.829, -0.822)
O (-0.047, -3.853, -1.180)
O (-1.637, -2.544, -1.278)
C (-2.595, -3.828, -1.525)
C (1.685, -1.644, -0.365)
C (2.612, -2.753, -0.352)
N (2.272, -0.308, -0.398)
C (3.449, -0.119, 0.023)
C (4.596, -0.236, -0.742)
C (5.871, -0.083, -0.600)
C (6.044, 0.674, 0.988)
F (7.202, 0.957, 1.095)
C (4.976, 1.097, 1.544)
C (3.592, 0.822, 1.268)
O (-0.872, 2.453, -0.688)
H (-4.887, -1.922, 2.026)
H (-3.775, -3.206, 2.710)
H (-3.994, -1.770, 3.702)
H (-2.602, -2.108, 0.852)
H (-1.809, -2.010, 2.387)
H (-3.468, 1.697, -1.300)
H (-3.695, 3.914, -1.778)
H (-3.530, 4.231, -0.125)
H (-1.022, 5.884, -1.180)
H (1.570, 4.617, -0.840)
H (2.503, 2.138, -0.469)
H (-3.569, -3.058, -1.526)
H (-2.481, -4.111, -2.394)
H (-2.453, -4.462, -0.695)
H (3.327, -2.694, 0.329)
H (3.132, -3.068, -1.218)
H (1.973, -3.851, -0.049)
H (4.269, -0.941, -1.753)
H (6.639, -0.520, -1.008)
H (5.050, 1.702, 2.657)
H (2.953, 0.907, 1.952)

Values from the calculation:
E_HOMO ... -7.600 eV
E_LUMO ... -0.0207 hartree
HOMO-LUMO gap ... 7.0 eV
Total charge ... 0

Record 2
Entry from the OMol25 dataset: a molecular structure, C23H21N5O2OsS in a non-equilibrium geometry (the ωB97M-V functional and the def2-TZVPD basis).

Geometry (Å):
Os (0.758, -0.013, -0.368)
C (0.396, 1.560, 4.671)
C (0.046, 1.332, 3.269)
C (0.706, 2.096, 2.241)
C (0.229, 2.080, 0.956)
C (-0.777, 1.114, 0.551)
C (-1.374, 0.317, 1.586)
C (-0.977, 0.434, 2.900)
H (1.421, 1.906, 4.800)
H (0.185, 0.698, 5.303)
H (-0.262, 2.377, 5.021)
H (1.497, 2.775, 2.530)
H (0.570, 2.828, 0.248)
H (-1.415, 1.371, -0.303)
H (-2.178, -0.359, 1.315)
H (-1.473, -0.144, 3.666)
O (0.180, -0.759, -7.805)
N (0.250, 0.163, -7.055)
O (0.342, 1.336, -7.308)
C (0.225, -0.213, -5.588)
C (-0.277, -1.448, -5.301)
C (-0.377, -1.904, -3.952)
C (-0.961, -3.136, -3.585)
C (-1.049, -3.464, -2.250)
C (-0.545, -2.586, -1.287)
N (0.039, -1.433, -1.608)
C (0.102, -1.075, -2.924)
C (0.618, 0.225, -3.223)
N (0.981, 0.979, -2.132)
C (1.453, 2.212, -2.357)
C (1.574, 2.745, -3.636)
C (1.188, 2.006, -4.735)
C (0.684, 0.695, -4.555)
H (-0.606, -2.075, -6.123)
H (-1.352, -3.799, -4.347)
H (-1.511, -4.388, -1.932)
H (-0.605, -2.815, -0.228)
H (1.770, 2.774, -1.485)
H (1.970, 3.745, -3.761)
H (1.261, 2.416, -5.735)
C (3.274, -2.209, -1.279)
N (3.461, -2.719, 0.068)
C (4.384, -3.647, 0.397)
C (4.302, -3.855, 1.761)
N (3.342, -3.031, 2.201)
C (2.782, -2.322, 1.174)
S (1.546, -1.191, 1.502)
H (4.247, -2.181, -1.769)
H (2.904, -1.173, -1.203)
H (2.576, -2.851, -1.819)
H (5.054, -4.093, -0.316)
H (4.870, -4.512, 2.399)
H (3.052, -2.943, 3.172)

Values from the calculation:
E_HOMO (alpha / beta) ... -20.774 / -20.779 eV
E_LUMO (alpha / beta) ... -0.5841 / -0.5822 hartree
HOMO-LUMO gap (alpha / beta) ... 4.9 / 4.9 eV
Total charge ... +4
Energy above the lowest of the compared OMol25 structures with the same formula, charge and spin ... 59.2 kcal per mole

Record 3
Entry from the OMol25 dataset: a molecular structure, C23H22AuCl2N5S in a non-equilibrium geometry (the ωB97M-V functional and the def2-TZVPD basis).

Geometry (Å):
Au (-0.761, -1.220, 1.175)
S (3.709, 5.009, 1.763)
N (2.123, 4.732, 2.055)
C (1.866, 3.461, 1.790)
C (0.596, 2.817, 1.927)
C (-0.522, 3.459, 2.419)
C (-1.724, 2.757, 2.516)
C (-1.753, 1.446, 2.094)
N (-0.704, 0.796, 1.609)
C (0.508, 1.443, 1.535)
C (1.642, 0.729, 1.124)
N (1.520, -0.595, 0.834)
C (2.568, -1.306, 0.500)
C (3.845, -0.764, 0.377)
C (4.018, 0.585, 0.646)
C (2.931, 1.355, 1.025)
C (3.018, 2.741, 1.342)
N (4.104, 3.499, 1.279)
H (-0.443, 4.488, 2.729)
H (-2.617, 3.224, 2.895)
H (-2.670, 0.879, 2.145)
H (2.393, -2.360, 0.329)
H (4.673, -1.397, 0.104)
H (4.985, 1.059, 0.589)
Cl (0.986, -0.516, 3.920)
C (0.103, -1.774, 3.087)
H (-0.701, -2.096, 3.746)
H (0.799, -2.586, 2.896)
Cl (0.458, -4.058, 0.491)
C (-1.052, -3.207, 0.871)
H (-1.436, -3.676, 1.775)
H (-1.730, -3.435, 0.051)
C (0.782, 0.564, -2.178)
N (0.400, -0.596, -2.937)
C (-0.148, -0.326, -4.239)
C (-0.193, -1.677, -2.181)
C (-1.632, -1.416, -1.760)
C (-2.609, -1.586, -2.739)
C (-3.929, -1.267, -2.490)
C (-4.276, -0.755, -1.255)
C (-3.322, -0.660, -0.256)
C (-1.993, -0.999, -0.481)
H (1.154, 1.333, -2.852)
H (1.582, 0.287, -1.496)
H (-0.046, 0.980, -1.589)
H (0.554, 0.302, -4.792)
H (-1.117, 0.191, -4.203)
H (-0.269, -1.264, -4.781)
H (0.431, -1.837, -1.302)
H (-0.160, -2.572, -2.811)
H (-2.332, -2.003, -3.698)
H (-4.677, -1.420, -3.254)
H (-5.296, -0.460, -1.061)
H (-3.636, -0.305, 0.715)

Values from the calculation:
E_HOMO ... -7.676 eV
E_LUMO ... -0.0443 hartree
HOMO-LUMO gap ... 6.5 eV
Total charge ... 0

Record 4
Entry from the OMol25 dataset: a molecular structure, C23H22B2F4N5O4Re (the ωB97M-V functional and the def2-TZVPD basis).

Geometry (Å):
Re (0.226, 0.213, 0.704)
C (0.388, 0.700, 5.070)
C (-0.013, 0.497, 3.665)
N (0.766, 0.095, 2.716)
O (2.090, -0.021, 2.992)
B (2.867, 0.461, 1.839)
F (4.077, 0.862, 2.149)
F (2.026, 1.491, 1.175)
O (2.943, -0.606, 0.755)
N (1.866, -0.765, 0.036)
C (2.060, -1.683, -0.974)
C (3.411, -2.306, -1.157)
C (0.992, -2.087, -1.760)
N (-0.252, -1.462, -1.833)
O (-1.950, -0.381, -1.482)
B (-3.025, 1.882, 0.400)
F (-2.099, 2.739, 0.018)
F (-4.183, 1.797, -0.166)
O (-2.741, 0.958, 1.393)
N (-1.444, 0.911, 1.886)
C (-1.391, 0.770, 3.173)
C (-2.527, 0.847, 4.112)
C (1.077, -3.288, -2.623)
H (1.470, 0.777, 5.159)
H (0.052, -0.156, 5.666)
H (-0.093, 1.589, 5.477)
H (4.196, -1.747, -0.662)
H (3.636, -2.358, -2.221)
H (3.415, -3.323, -0.760)
H (-3.485, 0.863, 3.603)
H (-2.420, 1.759, 4.707)
H (-2.484, 0.009, 4.810)
H (1.886, -3.968, -2.373)
H (1.194, -2.963, -3.665)
H (0.119, -3.814, -2.581)
C (-1.674, -3.610, 0.989)
C (-2.381, -3.758, -0.256)
C (-2.307, -2.784, -1.178)
C (-1.446, -1.607, -0.926)
C (-0.884, -1.407, 0.451)
C (-0.955, -2.488, 1.340)
C (-0.682, -0.089, -2.072)
C (-0.761, 0.263, -3.510)
C (-0.308, 1.419, -3.992)
C (0.223, 2.415, -3.094)
C (0.639, 3.648, -3.567)
C (1.101, 4.619, -2.688)
C (1.138, 4.391, -1.297)
C (0.744, 3.183, -0.802)
C (0.300, 2.135, -1.677)
N (-0.049, 0.939, -1.172)
H (-1.732, -4.430, 1.697)
H (-2.966, -4.653, -0.420)
H (-2.815, -2.829, -2.132)
H (-0.468, -2.455, 2.306)
H (-1.216, -0.497, -4.130)
H (-0.372, 1.660, -5.045)
H (0.593, 3.861, -4.626)
H (1.423, 5.578, -3.075)
H (1.465, 5.183, -0.638)
H (0.743, 3.020, 0.264)

Values from the calculation:
E_HOMO (alpha / beta) ... -17.983 / -17.727 eV
Multiplicity ... 2
E_LUMO (alpha / beta) ... -0.4584 / -0.4590 hartree
HOMO-LUMO gap (alpha / beta) ... 5.5 / 5.2 eV
Total charge ... +3